Entry 1:
The following is a DFT calculation (wB97M-V/def2-TZVPD) of 4 unconnected molecules or ions with the total composition C2H12N2O3 at a distorted geometry.

Structure (ORCA input):
```
! wB97M-V def2-TZVPD RIJCOSX def2/J DEFGRID3
* xyz 0 1
H 1.88 0.28 2.44
N 1.77 0.14 1.45
C 0.48 0.23 1.08
N -0.55 -0.34 2.03
C -1.44 -1.32 1.35
H 0.05 0.61 0.23
H -0.99 0.37 2.70
H -2.16 -0.84 0.60
H -2.13 -1.77 1.99
H -0.76 -2.04 0.74
O 0.38 1.41 -1.94
H 1.23 1.35 -1.48
H 0.61 1.47 -2.88
O -2.84 -0.01 -1.85
H -2.70 0.44 -2.66
H -3.15 -0.88 -2.18
O 3.29 0.36 -0.95
H 2.80 0.10 0.00
H 4.23 0.45 -0.69
*
```

Structure (SMILES) ... [H]/N=C\NC.O.O.O
Kohn-Sham gap ... 9.642 eV
Relative energy (zero: lowest compared OMol25 entry of this formula, charge and spin) ... 2.715 eV
Molar mass ... 112.129 u

***

Entry 2:
The following is a DFT calculation (wB97M-V/def2-TZVPD) of 4 unconnected molecules or ions with the total composition C2H12N2O3 at a distorted geometry.

Structure (ORCA input):
```
! wB97M-V def2-TZVPD RIJCOSX def2/J DEFGRID3
* xyz 0 1
C -1.68 0.15 -0.36
N -1.42 1.52 -0.65
C -0.42 2.00 -0.02
N 0.70 1.47 0.70
H -2.77 -0.09 -0.37
H -1.19 -0.49 -1.16
H -1.23 -0.24 0.58
H -0.23 3.01 -0.18
H 0.49 0.71 1.36
H 1.09 2.37 1.23
O -1.54 -2.84 0.11
H -1.02 -3.47 -0.37
H -0.80 -2.23 0.34
O 2.33 0.20 -1.68
H 1.61 0.66 -2.28
H 2.23 0.73 -0.91
O 1.04 -1.41 1.04
H 1.74 -0.91 0.66
H 1.05 -1.15 1.95
*
```

Structure (SMILES) ... C/N=C\N.O.O.O
Kohn-Sham gap ... 10.013 eV
Relative energy (zero: lowest compared OMol25 entry of this formula, charge and spin) ... 1.593 eV
Molar mass ... 112.129 u

***

Entry 3:
The following is a DFT calculation (wB97M-V/def2-TZVPD) of 2 unconnected molecules or ions with the total composition C2H12N4.

Structure (ORCA input):
```
! wB97M-V def2-TZVPD RIJCOSX def2/J DEFGRID3
* xyz 0 1
N -1.06 -1.18 -0.21
C -2.27 -0.45 -0.50
N -2.57 -0.28 -1.92
H -0.24 -0.61 -0.12
H -1.13 -1.95 0.43
H -2.24 0.55 -0.06
H -3.09 -0.99 -0.01
H -1.70 -0.07 -2.40
H -2.89 -1.16 -2.29
N 2.66 -0.42 0.52
C 2.19 0.96 0.40
N 1.03 1.24 1.20
H 2.84 -0.58 1.51
H 1.88 -1.05 0.33
H 1.97 1.17 -0.64
H 3.05 1.57 0.68
H 0.35 1.92 0.91
H 1.22 1.32 2.19
*
```

Structure (SMILES) ... NCN.NCN
Kohn-Sham gap ... 9.816 eV
Relative energy (zero: lowest compared OMol25 entry of this formula, charge and spin) ... 0.187 eV
Molar mass ... 92.146 u

***

Entry 4:
The following is a DFT calculation (wB97M-V/def2-TZVPD) of 2 unconnected molecules or ions with the total composition C2H12N4 at a distorted geometry.

Structure (ORCA input):
```
! wB97M-V def2-TZVPD RIJCOSX def2/J DEFGRID3
* xyz 0 1
N 2.30 -1.94 -0.44
C 1.42 -2.34 0.58
N 2.10 -3.31 1.48
H 2.96 -2.61 -0.80
H 2.22 -1.09 -0.96
H 1.08 -1.51 1.19
H 0.49 -2.82 0.23
H 1.35 -3.67 2.07
H 2.31 -4.13 0.92
N -1.16 2.64 -1.46
C -1.75 2.09 -0.26
N -2.72 3.03 0.28
H -1.87 3.00 -2.11
H -0.65 1.93 -1.98
H -2.18 1.08 -0.37
H -0.93 1.98 0.44
H -3.44 3.17 -0.43
H -3.24 2.59 1.03
*
```

Structure (SMILES) ... NCN.NCN
Kohn-Sham gap ... 9.490 eV
Relative energy (zero: lowest compared OMol25 entry of this formula, charge and spin) ... 0.703 eV
Molar mass ... 92.146 u

***

Entry 5:
The following is a DFT calculation (wB97M-V/def2-TZVPD) of 2 unconnected molecules or ions with the total composition C2H12N4 at a distorted geometry.

Structure (ORCA input):
```
! wB97M-V def2-TZVPD RIJCOSX def2/J DEFGRID3
* xyz 0 1
N 2.66 0.35 -1.20
C 2.56 1.51 -0.29
N 1.22 1.66 0.20
H 3.59 0.07 -1.51
H 2.32 -0.53 -0.82
H 3.18 1.36 0.58
H 2.88 2.43 -0.78
H 0.57 2.03 -0.45
H 0.89 0.84 0.68
N -3.36 -0.75 0.10
C -2.29 -1.11 1.02
N -0.93 -1.12 0.37
H -3.89 -1.53 -0.23
H -3.10 -0.13 -0.64
H -2.23 -0.25 1.68
H -2.47 -2.02 1.58
H -0.58 -2.06 0.29
H -1.03 -0.75 -0.56
*
```

Structure (SMILES) ... NCN.NCN
Kohn-Sham gap ... 9.943 eV
Relative energy (zero: lowest compared OMol25 entry of this formula, charge and spin) ... 0.461 eV
Molar mass ... 92.146 u

***

Entry 6:
The following is a DFT calculation (wB97M-V/def2-TZVPD) of 2 unconnected molecules or ions with the total composition C2H12N4 at a distorted geometry.

Structure (ORCA input):
```
! wB97M-V def2-TZVPD RIJCOSX def2/J DEFGRID3
* xyz 0 1
N -2.17 -0.23 0.37
C -1.81 0.05 -0.99
N -0.98 -0.97 -1.65
H -1.41 -0.02 0.98
H -2.46 -1.17 0.47
H -1.26 0.94 -0.89
H -2.73 0.20 -1.58
H -0.02 -0.68 -1.28
H -1.00 -0.89 -2.66
N 2.01 -0.35 -0.20
C 1.57 0.73 0.66
N 0.81 0.24 1.87
H 1.56 -0.33 -1.08
H 3.01 -0.50 -0.24
H 0.85 1.41 0.25
H 2.49 1.30 1.03
H 0.39 0.85 2.58
H 1.15 -0.60 2.37
*
```

Structure (SMILES) ... NCN.NCN
Kohn-Sham gap ... 9.724 eV
Relative energy (zero: lowest compared OMol25 entry of this formula, charge and spin) ... 0.857 eV
Molar mass ... 92.146 u

***

Entry 7:
The following is a DFT calculation (wB97M-V/def2-TZVPD) of 2 unconnected molecules or ions with the total composition C2H12N6 at a distorted geometry.

Structure (ORCA input):
```
! wB97M-V def2-TZVPD RIJCOSX def2/J DEFGRID3
* xyz 2 1
C -1.33 -1.19 0.72
C 0.07 0.08 -0.82
N -1.13 -0.20 -0.42
N -2.16 0.52 -0.90
N 0.77 -2.21 1.48
N 2.15 2.67 -0.68
N -0.38 -2.28 0.84
N 0.98 2.23 -0.29
H -1.14 -0.53 1.61
H -2.31 -1.50 0.72
H 0.91 -0.45 -0.49
H 0.02 0.86 -1.56
H -1.86 1.33 -1.49
H -3.02 0.28 -0.41
H 1.26 -3.12 1.49
H 0.78 -2.03 2.50
H 2.83 3.15 -0.07
H 2.31 2.87 -1.72
H -0.65 -3.24 0.48
H 0.88 2.29 0.85
*
```

Kohn-Sham gap ... 3.581 eV
Relative energy (zero: lowest compared OMol25 entry of this formula, charge and spin) ... 2.332 eV
Molar mass ... 120.160 u